This record from OMol25 describes C34H55NO6PSr as an isolated structure. The level of theory is ωB97M-V with the def2-TZVPD basis set.

Cartesian coordinates (Å):
Sr  0.418306  0.067647  -0.055596
C  -2.675849  1.170194  -1.165576
C  -3.134777  -0.235518  -0.846718
O  -1.952489  -1.013385  -0.713510
C  -2.146251  -2.347674  -0.239832
C  -1.784070  -2.434484  1.220932
O  -0.395355  -2.148284  1.315714
C  0.100801  -2.094159  2.651583
C  1.606780  -2.140912  2.541847
O  2.031349  -1.168538  1.587255
C  3.060907  -0.271156  2.006117
C  2.465412  0.884125  2.773438
O  1.424885  1.408736  1.963236
C  0.751175  2.539638  2.509079
C  -0.411461  2.068511  3.351798
O  -1.248986  1.177763  2.612870
C  -2.461744  1.739887  2.139762
C  -2.301440  2.488969  0.836231
O  -1.766464  1.644302  -0.177867
H  -3.531527  1.840780  -1.265959
H  -2.135969  1.165885  -2.112968
H  -3.754682  -0.621146  -1.661330
H  -3.712906  -0.266812  0.083356
H  -1.485599  -2.995183  -0.818823
H  -3.178790  -2.665349  -0.397958
H  -1.988131  -3.441445  1.599104
H  -2.360630  -1.713349  1.813652
H  -0.254209  -2.952916  3.229010
H  -0.244187  -1.172348  3.133567
H  1.925404  -3.124204  2.190815
H  2.058371  -1.953812  3.518574
H  3.529364  0.090722  1.093187
H  3.819370  -0.780389  2.604812
H  3.234556  1.644237  2.945887
H  2.076587  0.561976  3.746526
H  0.422433  3.136421  1.656803
H  1.440482  3.156622  3.091197
H  -0.982577  2.926196  3.719146
H  -0.053037  1.510800  4.220075
H  -2.896098  2.414718  2.886023
H  -3.151092  0.904931  2.001452
H  -1.623222  3.339082  0.937580
H  -3.282158  2.871551  0.538841
C  3.426047  -2.275208  -1.388818
C  2.634972  -2.561032  -2.670164
C  3.603637  -2.670203  -3.845932
P  1.284835  -1.286121  -2.783366
C  -0.044046  -2.016608  -3.865995
C  0.342303  -2.927105  -5.028593
C  -0.956353  -0.883516  -4.336398
C  1.996363  0.136587  -3.651245
C  2.421305  0.061920  -4.985300
C  2.966258  1.129010  -5.671832
C  3.418477  1.013245  -7.104196
C  3.094906  2.327930  -4.963710
C  2.689194  2.446135  -3.654388
C  2.110944  1.364566  -2.943542
N  1.674098  1.489809  -1.650779
C  1.811668  2.753787  -1.029684
C  2.949111  3.061549  -0.261635
C  4.169354  2.180642  -0.323227
C  2.986787  4.232737  0.487970
C  1.941015  5.148825  0.477113
C  1.985705  6.391718  1.326930
C  0.858478  4.880510  -0.351799
C  0.785968  3.718011  -1.115794
C  -0.327526  3.552337  -2.116533
H  4.247616  -2.986192  -1.276600
H  2.795134  -2.338964  -0.500204
H  3.861024  -1.271120  -1.433047
H  2.102297  -3.511866  -2.547226
H  4.169579  -1.744899  -3.961017
H  3.106308  -2.881087  -4.790183
H  4.316102  -3.477251  -3.657555
H  -0.612663  -2.628324  -3.154560
H  0.882166  -2.388800  -5.807100
H  -0.563139  -3.332426  -5.488130
H  0.949350  -3.770972  -4.702376
H  -0.449777  -0.261569  -5.075462
H  -1.241097  -0.237192  -3.503682
H  -1.865484  -1.285258  -4.789684
H  2.327876  -0.879813  -5.511786
H  3.169717  0.034730  -7.515658
H  4.498927  1.145480  -7.191870
H  2.945948  1.770510  -7.732485
H  3.526552  3.192575  -5.458379
H  2.804401  3.397262  -3.146916
H  3.914746  1.177939  -0.664466
H  4.686432  2.132354  0.638264
H  4.878335  2.588148  -1.047526
H  3.874267  4.450200  1.077010
H  3.011340  6.726207  1.482097
H  1.547602  6.214009  2.313347
H  1.427774  7.206658  0.865892
H  0.060013  5.613566  -0.433854
H  -1.264030  3.985530  -1.760507
H  -0.468572  2.502618  -2.368538
H  -0.059724  4.059988  -3.047012

Forces on atoms 1 to 3 (eV/Å):
-0.1 0.2 -0.2
-0.1 -0.1 0.0
0.1 0.1 0.1

total charge = +1
LUMO level = -1.98 eV
ΔE to the lowest compared entry with this formula, charge and spin = 0.0 kJ/mol



This record from OMol25 describes a 2-piece molecular cluster, C3H5F2O5S overall. The level of theory is ωB97M-V with the def2-TZVPD basis set.

Cartesian coordinates (Å):
C  0.473043  -0.997940  -1.381658
C  1.212439  0.989572  -2.519237
C  0.082413  1.102154  1.258189
O  -2.270060  -0.081980  0.527914
O  -2.151307  0.516524  2.851860
O  -0.924645  -1.494638  1.954520
O  1.919809  1.603352  -3.193650
O  1.342763  -0.260267  -2.195380
F  1.072664  0.246347  1.723988
F  -0.002708  2.005017  2.309382
S  -1.426457  0.103486  1.675017
H  1.046169  -1.460547  -0.624049
H  0.063742  -1.746283  -2.055275
H  -0.299252  -0.356755  -1.086700
H  0.252883  1.475228  -1.947633
H  -0.391497  -1.643269  2.702712

Forces on atoms 1 to 3 (eV/Å):
-0.3 -0.3 -1.8
-5.5 0.4 4.3
0.0 0.3 0.0

total charge = -1
LUMO level = 3.51 eV



This record from OMol25 describes an isolated ion of composition C17H29N2OS3 and charge +1. The level of theory is ωB97M-V with the def2-TZVPD basis set.

Cartesian coordinates (Å):
C  0.382462  -3.174449  0.530131
C  -0.546769  -4.537354  0.623149
C  -2.185232  -4.202084  0.623925
O  -2.706353  -3.972350  -0.732497
C  -4.026549  -3.293453  -0.705098
C  -3.677758  -1.678923  -0.445084
C  -4.065946  -1.034618  1.014531
C  -3.645039  0.569409  1.231139
C  -2.875059  1.376041  -0.009803
C  -2.424738  2.964809  0.254947
C  -0.922813  2.852222  0.982145
C  0.182294  3.888154  0.354373
S  1.044344  3.288269  -1.196993
C  1.962477  1.677831  -0.927420
S  1.048415  0.212350  -0.975968
N  3.452601  1.517763  -0.697224
C  3.799626  1.420142  0.778891
C  3.266337  2.739345  1.657257
C  3.986712  0.248192  -1.348565
C  5.638767  0.272651  -1.560720
N  -2.587658  0.686459  -1.350842
S  -1.814792  1.523512  -2.720312
C  -2.947802  -0.770596  -1.598256
H  -0.276780  -2.225231  0.760899
H  0.994674  -3.083223  -0.473380
H  1.200057  -3.256978  1.392649
H  -0.284742  -5.338493  -0.188997
H  -0.333599  -4.992547  1.704395
H  -2.315791  -3.306331  1.366194
H  -2.689596  -5.141457  1.148545
H  -4.774162  -3.731604  0.081810
H  -4.546225  -3.451462  -1.767960
H  -4.605407  -1.633666  1.891616
H  -3.866478  1.159497  2.219918
H  -3.226650  3.409813  1.008791
H  -2.366190  3.582111  -0.743081
H  -1.017008  3.070146  2.151942
H  -0.554435  1.733464  0.893354
H  -0.419150  4.869375  0.045592
H  0.909167  4.212355  1.226749
H  3.431573  0.398176  1.268413
H  4.981296  1.451205  0.883073
H  4.127224  3.052733  2.413869
H  2.279214  2.407490  2.191762
H  3.148907  3.627939  0.904739
H  3.774000  -0.701090  -0.674798
H  3.542415  0.097411  -2.444367
H  5.996385  1.079331  -2.331503
H  5.909507  -0.793643  -2.011157
H  6.227160  0.327259  -0.529627
H  -2.898762  1.881894  -3.551458
H  -2.684130  -1.277799  -2.619685

Forces on atoms 1 to 3 (eV/Å):
0.5 -0.5 0.6
-0.5 0.5 0.6
1.5 -1.2 1.4

total charge = +1
LUMO level = -4.76 eV
SMILES = CCCOCc1ccc(CCCSC(=S)N(CC)CC)[n+](S)c1



This record from OMol25 describes C17H27FLaNO2P2 as an isolated structure. The level of theory is ωB97M-V with the def2-TZVPD basis set.

Cartesian coordinates (Å):
La  0.210833  1.683142  0.107820
P  2.409335  -0.731077  0.483941
C  2.388816  -1.443468  -1.058301
C  1.204601  -1.307593  -1.867252
N  0.066972  -0.603665  -1.552402
C  -1.098157  -1.062998  -2.054895
C  -1.195734  -2.090471  -3.060500
C  0.050540  -2.584173  -3.573726
C  1.222468  -2.086196  -3.034403
C  -2.509330  -0.578412  -1.534343
P  -2.445627  1.065763  -0.693273
H  2.187910  -2.486883  -3.346720
H  -2.195181  -2.468070  -3.452886
H  0.028043  -3.393714  -4.353301
H  -3.259411  -0.498727  -2.363278
H  -2.898414  -1.293709  -0.769860
H  3.081496  1.208517  -2.171231
H  3.334163  -1.148163  -1.748822
H  0.382010  4.157428  -1.873507
O  2.585527  1.910770  -1.680616
H  2.797605  2.616352  -2.429590
H  0.574222  3.052376  1.158077
O  -0.466464  3.905719  -1.712807
H  -0.491301  4.248182  -0.808339
C  -2.840833  2.159380  -2.118331
H  -3.780328  1.817542  -2.567186
H  -2.943813  3.197666  -1.773108
H  -2.036049  2.122161  -2.866490
C  -4.009271  1.074494  0.240239
H  -3.994115  1.939710  0.918653
H  -4.861255  1.146021  -0.448958
H  -4.066774  0.156739  0.841229
C  2.272648  -2.548159  0.949602
H  3.245785  -3.012083  0.638655
H  2.016386  -2.625199  2.023695
H  1.452143  -2.917799  0.282686
C  4.227134  -0.378804  0.898826
H  4.316700  -0.166029  1.987971
H  4.861822  -1.252837  0.625402
H  4.577481  0.522816  0.355763
F  -0.838181  -0.593678  6.355897
C  -0.599500  -0.330083  5.025587
C  0.492728  0.481243  4.701444
C  0.729566  0.727994  3.320775
C  -0.123064  0.211299  2.364170
C  -1.187226  -0.605333  2.703966
C  -1.456029  -0.891426  4.071970
H  1.134851  0.895633  5.488906
H  1.590738  1.348567  3.035829
H  -1.853018  -1.025326  1.943535
H  -2.293461  -1.525456  4.389480

Forces on atoms 1 to 3 (eV/Å):
0.8 -3.6 -3.1
1.4 -0.5 2.6
2.2 4.2 -5.4

total charge = +2
LUMO level (alpha / beta) = -8.52 / -7.38 eV
ΔE to the lowest compared entry with this formula, charge and spin = 703.7 kJ/mol



This record from OMol25 describes a single C19H34O4 molecule. The level of theory is ωB97M-V with the def2-TZVPD basis set.

Cartesian coordinates (Å):
C  -1.810425  -4.063933  -9.532974
C  -0.911036  -3.374548  -9.148879
C  0.176582  -2.551288  -8.660697
C  0.172167  -2.452733  -7.130532
C  -1.073434  -1.734468  -6.616665
C  -1.183652  -1.730658  -5.092057
C  -0.112913  -0.883462  -4.407341
C  -0.317366  -0.822669  -2.895435
C  0.748883  0.024748  -2.205497
C  0.558421  0.066845  -0.691018
C  1.613573  0.936671  -0.011159
C  1.565206  0.871461  1.514678
C  0.296130  1.480187  2.105989
C  0.310631  1.429075  3.637857
O  0.255555  0.078896  4.025070
C  -0.879445  2.241186  4.195644
C  -1.135866  2.033565  5.693015
O  -2.381999  2.560731  6.080038
C  0.004770  2.615020  6.551436
O  0.109588  1.968991  7.816794
C  0.658747  0.754753  7.823014
C  0.673891  0.165471  9.204118
O  1.084059  0.209485  6.833082
H  -2.596988  -4.665249  -9.879062
H  1.121860  -2.985636  -9.000194
H  0.085985  -1.550821  -9.094761
H  0.210222  -3.458852  -6.706458
H  1.069615  -1.917225  -6.815683
H  -1.952841  -2.232445  -7.032684
H  -1.073633  -0.703515  -6.980420
H  -2.166446  -1.340885  -4.815178
H  -1.122718  -2.757500  -4.723911
H  -0.139970  0.130034  -4.815492
H  0.875361  -1.298670  -4.612676
H  -0.291911  -1.835885  -2.487588
H  -1.304385  -0.406297  -2.680086
H  0.713426  1.042440  -2.602479
H  1.736692  -0.382947  -2.434132
H  0.617881  -0.947561  -0.291054
H  -0.437880  0.453038  -0.470443
H  2.602165  0.605526  -0.339158
H  1.490911  1.973675  -0.334218
H  1.634212  -0.166780  1.841311
H  2.430816  1.405851  1.915452
H  -0.573328  0.918662  1.766451
H  0.194379  2.517864  1.782105
H  1.251682  1.881913  3.989554
H  0.589350  -0.013890  4.929577
H  -0.712608  3.302591  3.993572
H  -1.784381  1.925834  3.672529
H  -1.221986  0.960717  5.893202
H  -2.421993  3.492399  5.833748
H  0.960234  2.517748  6.027733
H  -0.188083  3.665323  6.781035
H  1.477850  -0.559847  9.285653
H  0.778963  0.950302  9.946598
H  -0.274521  -0.343240  9.368673

Forces on atoms 1 to 3 (eV/Å):
0.2 0.2 0.1
-0.2 -0.2 -0.2
0.3 0.1 0.2

LUMO level = 0.76 eV
ΔE to the lowest compared entry with this formula, charge and spin = 98.6 kJ/mol
SMILES = C#CCCCCCCCCCCC[C@H](O)C[C@H](O)COC(C)=O



This record from OMol25 describes a 2-piece molecular cluster, C6H12O overall. The level of theory is ωB97M-V with the def2-TZVPD basis set.

Cartesian coordinates (Å):
C  -1.226681  -0.974615  -0.730244
C  -1.211003  -0.454808  0.494321
C  -0.219644  -0.954434  1.524765
C  1.216086  -0.406522  1.310515
C  1.069235  0.813258  0.440851
O  0.023810  1.432401  0.575917
H  -2.030975  -0.773736  -1.424480
H  -0.540986  -1.769318  -1.017752
H  -2.008707  0.209630  0.805830
H  -0.573924  -0.687087  2.522846
H  -0.212861  -2.045434  1.459108
H  1.949801  -1.161135  1.001264
H  1.583172  0.025340  2.252603
H  1.945011  1.287386  -0.036162
C  0.151427  0.483707  -2.055204
H  -0.260483  1.432694  -1.705607
H  1.042054  0.560300  -2.655549
H  -0.626318  0.018193  -2.701979
H  0.687293  0.143283  -1.049716

Forces on atoms 1 to 3 (eV/Å):
-1.2 -1.2 1.1
-0.9 -1.4 0.0
-0.1 -0.1 0.1

LUMO level = 0.76 eV
ΔE to the lowest compared entry with this formula, charge and spin = 383.5 kJ/mol
SMILES = C=CCCC=O.C



This record from OMol25 describes C28H27FMoN4S2Si as an isolated structure. The level of theory is ωB97M-V with the def2-TZVPD basis set.

Cartesian coordinates (Å):
Mo  0.043870  -0.081625  -1.110842
S  2.510147  3.056178  1.119764
C  3.429717  1.607445  1.058691
C  2.801500  0.604158  0.383699
C  1.533815  0.979538  -0.129901
C  1.242092  2.289037  0.231678
C  0.001576  2.851701  -0.198510
C  -0.382961  4.181760  -0.008798
C  -1.575654  4.619722  -0.541193
C  -2.366043  3.712866  -1.245409
C  -1.938572  2.409170  -1.369894
N  -0.781582  1.958154  -0.859226
H  4.397014  1.569008  1.523435
H  3.242783  -0.371382  0.246348
H  0.269311  4.847236  0.533458
H  -1.891766  5.642574  -0.420196
H  -3.292803  4.024628  -1.697311
H  -2.546183  1.682252  -1.898739
C  3.520350  -1.692965  -3.278334
Si  1.642520  -1.703968  -3.050569
C  1.010447  0.131944  -3.377131
C  0.703416  -2.969592  -4.119626
N  1.033500  -1.706717  -1.388866
C  1.333830  -2.573381  -0.365144
C  2.122436  -3.721573  -0.475131
C  2.424234  -4.477185  0.644155
C  1.964257  -4.106629  1.899159
C  1.155184  -2.986680  2.042089
C  0.844305  -2.271126  0.912674
F  0.003118  -1.147520  0.989398
H  3.768913  -1.406867  -4.296235
H  3.949234  -2.675594  -3.115579
H  4.018484  -0.994190  -2.610741
H  1.825671  0.849417  -3.249441
H  0.085924  0.501860  -2.754269
H  0.661959  0.246149  -4.403516
H  0.705808  -2.679881  -5.166169
H  -0.333150  -3.123874  -3.825285
H  1.200149  -3.933749  -4.063106
H  2.498498  -3.995605  -1.447815
H  3.032260  -5.361689  0.540875
H  2.219306  -4.686756  2.770501
H  0.776425  -2.681464  3.004412
S  -5.726010  -3.069066  -0.080212
C  -4.296222  -2.118408  -0.383518
C  -3.982069  -0.953539  0.330023
C  -2.805199  -0.294699  0.067270
N  -1.945946  -0.655564  -0.904802
C  -2.265602  -1.767568  -1.608905
C  -3.372271  -2.535193  -1.355339
C  -6.941272  -1.742060  0.060436
C  -7.257825  -1.071217  -1.112590
C  -8.228384  -0.080488  -1.045894
N  -8.833454  0.225908  0.080514
C  -8.551453  -0.420272  1.189108
C  -7.596449  -1.434528  1.239968
H  -4.636066  -0.594277  1.109802
H  -2.520352  0.564923  0.664218
H  -1.604233  -2.020468  -2.435897
H  -3.560821  -3.428801  -1.930985
H  -6.787326  -1.329178  -2.047664
H  -8.531813  0.468900  -1.926147
H  -9.108815  -0.123896  2.067536
H  -7.398474  -1.958577  2.161189

Forces on atoms 1 to 3 (eV/Å):
1.5 -1.1 1.8
-0.4 -0.6 -0.3
-0.2 0.1 -0.1

total charge = +2
2S+1 = 3
LUMO level (alpha / beta) = -6.91 / -7.37 eV
ΔE to the lowest compared entry with this formula, charge and spin = 116.6 kJ/mol



This record from OMol25 describes a 2-piece molecular cluster, C5H8N overall. The level of theory is ωB97M-V with the def2-TZVPD basis set.

Cartesian coordinates (Å):
C  3.316036  -0.049608  -0.158565
C  2.306633  -0.516893  0.406282
C  -0.641235  1.277277  0.203980
C  -1.819631  0.552277  0.138609
C  -1.758576  -0.923379  0.137072
N  0.518562  0.801163  -0.004464
H  3.341274  0.895534  -0.635418
H  4.191662  -0.739410  -0.139498
H  1.493914  -1.159628  0.784298
H  -0.733951  2.405840  0.303527
H  -2.703542  1.093473  0.058095
H  -2.482265  -1.296564  0.783752
H  -0.712633  -1.135066  0.185123
H  -2.148368  -1.419593  -0.689240

Forces on atoms 1 to 3 (eV/Å):
1.7 -0.7 -0.2
-3.9 -0.6 0.6
0.6 2.1 -0.1

total charge = +1
LUMO level (alpha / beta) = -6.06 / -5.90 eV
ΔE to the lowest compared entry with this formula, charge and spin = 729.8 kJ/mol



no.,calculated total energy (Ha)
1,-2206.688206
2,-1091.405621
3,-2043.698138
4,-1682.616199
5,-1045.287932
6,-310.913223
7,-2555.624995
8,-249.547192